No. 1
178
Properties=species:S:1:pos:R:3:forces:R:3 method="wB97M-V/def2-TZVPD" fmax_ha_per_bohr=0.0667 smiles=CC1(C)CCCC(C)(C)N1O.COC[C@H](C)N.COC[C@H](C)N.COC[C@H](C)N.COC[C@H](C)N.COC[C@H](C)N.COC[C@H](C)N.COC[C@H](C)N.COC[C@H](C)N.CO.CO e_homo_ev=-8.309
C 1.901 -3.657 1.197 -0.3103 1.5748 0.5582
C 2.837 -2.426 1.072 -2.4413 0.0961 -0.7170
C 4.204 -3.055 1.324 0.7777 2.1693 -0.0962
C 2.599 -1.907 -0.440 1.1451 0.6041 1.6535
C 3.223 -0.506 -0.696 -0.0770 -2.0296 -0.2412
C 2.723 0.466 0.344 1.5104 1.0099 -0.0031
C 2.897 0.045 1.845 -1.4113 -0.1595 -0.0565
C 4.389 0.158 2.330 -0.8002 1.1448 -1.0199
C 2.002 1.076 2.602 0.1716 -0.5958 1.6184
N 2.300 -1.310 2.018 0.0741 -0.3983 -2.6017
O 2.142 -1.693 3.357 1.1330 -0.2181 0.3748
H 0.853 -3.363 1.161 -0.0987 0.0865 -0.0141
H 2.089 -4.300 0.336 0.1634 -0.4251 0.5157
H 2.119 -4.012 2.204 -0.1875 -0.9539 -0.2972
H 4.947 -2.410 0.856 0.3625 -0.2902 -0.4273
H 4.487 -2.940 2.371 -0.3277 -0.6742 0.2230
H 4.261 -4.071 0.933 0.1030 0.1482 0.2485
H 3.062 -2.645 -1.095 -0.0128 -0.0777 -0.0687
H 1.542 -1.832 -0.695 -0.1566 -0.2935 0.4178
H 4.302 -0.654 -0.736 0.2482 0.3401 0.4900
H 2.982 -0.317 -1.742 -0.2769 0.8039 0.0891
H 1.792 0.941 0.035 -0.7899 -0.9270 0.6029
H 3.307 1.386 0.324 0.6665 0.0971 -0.2308
H 5.092 -0.158 1.561 -0.0542 -0.7783 0.1950
H 4.592 -0.228 3.329 -0.1719 -0.2789 -0.2444
H 4.609 1.226 2.335 -0.0619 0.2672 0.4186
H 2.153 0.919 3.670 0.6666 0.3686 0.2535
H 0.919 0.957 2.639 -0.1350 -0.5486 -1.1914
H 2.173 2.127 2.370 0.4456 -0.1515 -0.1744
H 1.200 -1.813 3.495 -0.1572 0.0904 -0.2714
C 7.715 1.831 7.884 0.8573 -0.0019 -1.3918
O 8.789 1.929 6.976 2.2093 -0.1033 -0.2227
C 9.985 1.235 7.454 -0.3370 0.9500 -2.1841
C 11.176 1.333 6.395 -0.3900 -0.4327 0.0467
C 10.745 1.435 4.948 -2.0125 0.8996 0.0064
N 12.071 0.173 6.595 0.1773 0.3761 -0.3297
H 6.960 2.369 7.312 -0.5326 0.0068 0.8496
H 8.036 2.291 8.819 -0.6406 -0.0825 0.3288
H 7.482 0.767 7.940 -0.4935 -0.0322 0.6726
H 10.325 1.701 8.378 -0.0767 -0.3902 0.2697
H 9.669 0.195 7.531 0.4562 -0.2456 0.4723
H 11.775 2.232 6.542 -0.0417 0.0247 0.6760
H 11.482 1.603 4.163 0.4852 -0.4727 0.4238
H 10.116 2.324 4.892 -0.1238 0.2504 -0.1067
H 10.028 0.659 4.678 0.3072 -0.4304 -0.1632
H 11.688 -0.598 6.066 -0.8222 -0.5736 0.3527
H 12.803 0.369 5.928 0.9749 0.2567 0.2964
C -3.763 -4.989 -9.092 0.6656 -1.4449 0.7258
O -2.681 -5.864 -8.576 0.3380 1.4339 -0.9542
C -2.961 -6.929 -7.688 -1.6457 1.8499 1.4958
C -3.410 -6.307 -6.299 2.0497 0.8669 -0.7078
C -2.274 -5.514 -5.603 -0.3607 0.2461 -1.9393
N -3.769 -7.290 -5.345 -0.8595 -1.4139 -0.0752
H -3.394 -4.313 -9.864 0.5686 -0.6430 -0.1663
H -4.199 -4.287 -8.381 0.0226 -0.4287 0.6252
H -4.524 -5.658 -9.493 -0.2581 0.2240 -0.1185
H -3.809 -7.482 -8.092 -0.1165 -0.5258 0.0179
H -2.104 -7.580 -7.516 0.1843 0.2406 -0.4812
H -4.261 -5.664 -6.525 -0.0053 0.4140 -0.1433
H -1.377 -6.130 -5.548 -0.1869 -0.2175 0.4971
H -2.621 -5.134 -4.642 0.2686 -0.0252 -0.0224
H -1.989 -4.712 -6.284 -0.0140 0.4674 0.3079
H -4.401 -7.877 -5.870 -0.5013 -0.7304 0.5313
H -4.329 -6.800 -4.661 -0.1520 -0.3152 0.4349
C -4.143 -0.815 7.571 -0.6485 0.0547 0.0319
O -3.353 -1.994 7.688 -0.4369 0.2008 -0.4547
C -3.722 -3.151 6.897 0.4226 0.3370 0.5176
C -4.814 -4.050 7.501 -0.5208 -0.5222 -0.7099
C -4.452 -4.611 8.829 -0.5416 0.7136 1.3534
N -5.184 -5.140 6.580 0.1888 0.7084 -0.7693
H -5.173 -0.979 7.886 -0.1222 -0.1461 0.2548
H -4.237 -0.326 6.602 0.3870 -0.7033 -0.7664
H -3.744 0.013 8.158 0.3732 -0.5595 0.5372
H -3.922 -2.888 5.858 -0.3090 0.1521 -0.0080
H -2.791 -3.718 6.906 0.0596 -0.2062 -0.1469
H -5.735 -3.493 7.671 -0.0038 0.4105 -0.2689
H -5.353 -5.043 9.266 -0.0049 -0.4880 -0.0945
H -4.308 -3.745 9.475 0.8473 -0.1639 0.3692
H -3.653 -5.352 8.842 0.1689 0.2873 -0.0239
H -4.408 -5.768 6.426 0.1195 -0.1024 0.0605
H -5.952 -5.683 6.949 0.0210 0.0256 0.1099
C -3.894 10.052 6.178 -0.3309 -0.6532 0.4940
O -4.255 8.906 5.375 2.4343 0.5695 2.3476
C -5.185 9.032 4.379 -0.2447 -0.3749 0.1314
C -5.212 7.641 3.678 0.4912 0.1350 -0.5537
C -4.016 7.316 2.779 0.3661 0.9704 0.0954
N -6.358 7.586 2.856 -2.1443 0.9806 -1.4207
H -4.575 10.183 7.018 -0.5462 -0.0581 -0.0992
H -3.794 11.034 5.716 -0.2381 -0.2017 -0.8646
H -2.944 9.882 6.685 0.1633 -0.4964 -0.4430
H -6.163 9.193 4.831 -0.5593 0.0694 -0.0840
H -4.916 9.953 3.862 -0.2983 -0.3088 -1.2233
H -5.400 6.872 4.428 1.0648 0.1351 0.7883
H -3.080 7.314 3.338 -0.0371 -0.5845 -0.0110
H -3.873 8.091 2.026 -0.2687 0.5235 0.1471
H -4.181 6.462 2.123 0.0906 -0.5544 0.6625
H -6.520 6.729 2.346 0.3020 -0.0911 0.1729
H -7.183 7.787 3.403 -0.2451 -0.0621 -0.1418
C 2.452 1.717 -9.324 0.3453 2.3937 -0.6964
O 2.976 2.893 -10.069 0.1083 0.1263 0.4029
C 3.494 3.952 -9.206 0.5139 -2.1485 1.2130
C 4.047 5.224 -9.801 -1.5533 0.7957 -0.9756
C 4.401 6.327 -8.848 1.5721 0.0604 1.8505
N 2.982 5.838 -10.569 -1.0447 -0.0270 -1.6429
H 1.609 2.109 -8.755 0.0237 -0.3025 0.4839
H 3.237 1.295 -8.696 -0.1033 -0.1067 0.0608
H 2.045 0.997 -10.034 0.4257 0.1731 -0.1594
H 2.793 4.164 -8.399 -0.6972 0.3991 -0.2007
H 4.307 3.507 -8.632 0.4747 -0.2292 0.0931
H 4.888 5.058 -10.474 -0.0040 -0.3803 0.0475
H 5.153 6.059 -8.106 0.4763 -0.0620 -0.0289
H 3.612 6.745 -8.222 -0.6168 -0.4141 -0.2966
H 4.775 7.175 -9.422 0.1855 -0.1014 -0.0285
H 2.304 6.223 -9.927 -0.2977 -0.1838 0.1513
H 3.320 6.657 -11.054 0.1924 0.0074 -0.2709
C -6.715 -5.269 0.370 -0.1849 1.1038 -0.3757
O -7.583 -5.369 -0.742 -1.1563 -1.3137 -1.0233
C -8.901 -5.972 -0.632 -0.1940 1.9677 2.2228
C -9.941 -4.973 0.142 -0.6911 -1.5312 -1.9487
C -11.314 -5.677 0.433 1.5885 0.4408 0.3308
N -10.262 -3.811 -0.676 0.8472 1.1573 0.2452
H -6.932 -5.874 1.251 -0.4604 0.0279 -0.0455
H -6.749 -4.194 0.544 0.2850 -0.0027 1.1005
H -5.685 -5.477 0.080 -0.0693 -0.3236 -0.3254
H -9.267 -6.154 -1.643 0.1595 -0.0840 0.1104
H -8.867 -6.861 -0.002 0.2080 -0.4278 -0.2723
H -9.497 -4.712 1.102 0.1883 0.3770 -0.1049
H -11.214 -6.449 1.196 0.1575 -0.3871 -0.3457
H -11.677 -6.062 -0.520 -0.4581 -0.0536 0.2637
H -11.959 -4.946 0.920 -0.2614 0.1196 -0.5511
H -11.037 -3.757 -1.322 -0.2427 -0.9111 0.4454
H -9.481 -3.394 -1.162 0.2962 -0.1530 0.2712
C -5.953 1.013 0.050 -0.0728 -1.6081 -0.8929
O -5.917 1.262 -1.333 0.5184 1.0315 -1.9494
C -4.783 0.775 -2.088 -0.5636 -0.2183 0.1772
C -4.996 0.922 -3.657 -1.9327 1.2392 0.4171
C -5.956 -0.055 -4.318 0.5987 -0.8782 0.9658
N -3.789 0.918 -4.383 2.4651 -0.3007 0.5999
H -6.478 0.058 0.046 -0.2765 -0.1878 1.1384
H -6.523 1.780 0.575 0.2216 0.0142 -0.1431
H -4.968 0.818 0.473 0.1696 0.4439 0.1773
H -3.905 1.283 -1.687 0.3202 0.5332 -0.5874
H -4.568 -0.261 -1.827 -0.3240 -0.5166 -0.1734
H -5.452 1.899 -3.819 -0.4110 0.4158 0.5736
H -6.981 0.064 -3.967 0.0863 -0.0564 -0.1707
H -5.570 -1.038 -4.050 -0.3707 -0.4062 0.0514
H -5.865 -0.028 -5.404 -0.2989 0.4365 0.0075
H -3.784 0.782 -5.384 -0.4552 0.1485 0.2670
H -3.240 1.716 -4.100 0.3262 -0.1010 -0.4555
C 7.659 11.876 -3.482 -0.2928 0.5093 -0.6865
O 8.127 10.630 -3.089 0.6074 -0.2110 0.5670
C 7.086 9.663 -3.007 0.6254 0.7894 -0.5605
C 7.378 8.691 -1.875 1.8440 0.8414 -0.5471
C 8.489 7.724 -2.209 0.1810 -0.0885 -0.2859
N 6.230 7.961 -1.534 -1.8646 -0.2399 -0.1240
H 7.279 12.459 -2.643 0.3214 0.2694 0.2457
H 6.816 11.823 -4.170 -0.2218 -0.3464 -0.2567
H 8.430 12.384 -4.062 0.1921 0.2077 0.4666
H 6.173 10.234 -2.838 -0.4623 -0.4610 0.1831
H 7.094 9.262 -4.020 -0.6791 -0.8465 0.1023
H 7.583 9.342 -1.024 0.9941 0.2258 0.0474
H 9.393 8.178 -2.616 -0.1252 0.1142 0.0496
H 8.057 7.056 -2.954 0.1736 -0.1189 -0.2490
H 8.767 7.091 -1.366 0.0116 0.1529 0.2017
H 5.761 8.663 -0.979 -1.0984 -0.9666 0.5129
H 6.461 7.126 -1.014 -0.2078 0.1672 0.3317
C 4.355 -11.196 3.317 -1.0821 1.2152 -0.7478
O 5.279 -12.183 3.175 1.6735 -2.1106 0.2698
H 3.412 -11.459 2.838 -0.3957 -0.0559 0.1106
H 4.172 -11.019 4.377 0.1572 0.1809 -0.1290
H 4.720 -10.322 2.778 -0.2229 0.6718 0.4634
H 5.531 -12.306 2.256 -0.1319 0.0992 0.0317
C -2.216 -10.642 0.017 -0.5221 0.5174 -1.3004
O -1.786 -10.638 -1.351 1.1906 -0.8583 0.0968
H -3.276 -10.390 -0.027 -0.1863 -0.3765 0.7262
H -1.999 -11.646 0.381 -0.3764 0.0519 -0.0595
H -1.723 -9.943 0.692 0.3071 0.2817 -0.3033
H -2.023 -9.931 -1.955 -0.4148 0.3939 0.8220

=====

No. 2
72
Properties=species:S:1:pos:R:3:forces:R:3 method="wB97M-V/def2-TZVPD" fmax_ha_per_bohr=0.0371 charge=-1 e_homo_ev=-6.671
C -5.927 -0.606 -4.969 0.1832 -0.2770 -0.0057
C -4.443 -0.680 -5.078 0.5079 0.1913 -0.4038
N -3.906 -0.638 -6.230 -0.1980 -0.0961 0.2183
C -3.602 -0.850 -3.820 -0.4835 -0.0678 -0.2013
C -3.057 0.482 -3.257 0.3212 -0.9967 -0.7111
S -1.220 0.159 -3.059 0.3286 0.2377 1.8662
O -0.524 1.336 -2.661 0.0858 0.3963 -0.3428
O -0.934 -1.040 -2.336 -0.1046 -0.4761 -0.4209
F -0.772 -0.123 -4.548 -0.3152 0.0187 -0.2891
O -3.085 1.545 -4.094 -0.0830 0.0216 0.3226
B -3.751 2.658 -3.366 -0.6452 0.8418 -1.0296
F -5.112 2.602 -3.818 0.0332 -0.1178 0.5544
C -3.253 4.187 -3.636 0.0372 -0.0911 0.2587
C -3.954 5.041 -2.645 -1.1121 0.5797 -0.1618
O -5.030 5.571 -2.836 1.1366 -0.3066 0.2959
O -3.314 5.185 -1.413 -0.1647 0.0843 -0.3104
O -3.616 2.286 -1.945 0.0899 -0.1279 0.3601
C -3.679 0.928 -1.865 0.8075 0.4542 -0.5934
S -5.453 0.570 -1.617 -0.5475 -0.1700 0.2045
O -2.901 0.345 -0.841 -0.3575 -0.1880 0.1977
N -2.702 1.253 0.271 -0.2612 0.5374 0.2061
O -3.140 0.808 1.244 0.2708 -0.2566 -0.0092
H -6.284 -1.573 -4.616 -0.1737 -0.0866 0.1402
H -6.236 0.150 -4.260 -0.0829 0.2199 0.0753
H -6.327 -0.424 -5.956 -0.1821 0.1247 -0.1572
H -2.895 -0.718 -6.141 0.1224 0.0527 -0.0654
H -4.175 -1.356 -3.050 -0.1202 0.0181 0.1898
H -2.805 -1.538 -4.073 0.2851 -0.0204 -0.0429
H -3.632 4.494 -4.602 0.0837 -0.0995 -0.3584
H -2.177 4.310 -3.569 0.1467 -0.0548 0.0829
H -3.600 4.430 -0.891 0.1391 -0.2850 0.2170
H -5.407 -0.608 -0.971 0.3417 -0.0256 -0.1046
C 2.844 1.767 -3.769 0.0673 -0.1252 -0.0637
S 2.941 3.037 -2.504 -0.2157 0.0784 0.0676
O 3.772 4.144 -3.049 0.1454 -0.0714 -0.0302
C 3.993 2.099 -1.384 0.0871 -0.1168 0.0268
H 2.254 2.163 -4.592 -0.0487 0.0374 0.0369
H 3.847 1.520 -4.116 0.0189 0.0577 0.0279
H 2.348 0.888 -3.358 -0.0694 0.0425 0.0085
H 4.922 1.832 -1.889 -0.0155 0.0334 -0.0378
H 3.461 1.204 -1.058 -0.0327 0.0172 -0.0021
H 4.209 2.730 -0.524 -0.0317 0.0446 -0.0185
C 1.051 -4.243 1.709 -0.1023 -0.1618 0.1405
S -0.030 -3.550 0.457 0.0165 0.0677 -0.0426
O -0.091 -4.526 -0.665 0.0734 -0.0525 0.0145
C 1.099 -2.240 -0.027 0.0948 0.2012 -0.1030
H 0.563 -5.120 2.133 -0.0693 -0.0008 -0.0858
H 1.999 -4.535 1.256 -0.0084 0.0356 -0.0480
H 1.218 -3.500 2.485 -0.0139 -0.0767 -0.0793
H 2.044 -2.675 -0.358 -0.0330 -0.0945 0.0384
H 1.265 -1.579 0.825 -0.0122 -0.0690 0.0600
H 0.644 -1.680 -0.842 -0.0989 -0.0860 0.0133
C 4.762 -2.573 4.839 0.0341 -0.1291 -0.0470
S 3.846 -1.473 3.757 0.1313 0.0550 0.0825
O 2.698 -2.250 3.211 0.1840 0.1285 0.0996
C 5.095 -1.396 2.469 0.0316 -0.0003 -0.1085
H 4.144 -2.792 5.706 0.0101 0.0560 0.0279
H 4.991 -3.496 4.305 -0.0417 0.0254 -0.0600
H 5.676 -2.080 5.167 -0.0348 0.0403 0.0574
H 5.303 -2.401 2.103 -0.0460 -0.0198 0.0259
H 5.999 -0.939 2.871 -0.0143 0.0189 0.0209
H 4.704 -0.783 1.659 -0.0401 0.0110 0.0209
C 2.498 -0.659 9.734 -0.0049 0.0753 0.0776
S 2.882 -1.541 8.216 -0.0998 -0.0210 0.0146
O 4.359 -1.491 8.043 0.0392 0.0394 -0.0156
C 2.184 -0.319 7.102 -0.0417 0.1002 -0.0092
H 2.893 -1.238 10.566 0.0171 -0.0418 -0.0279
H 2.968 0.324 9.713 0.0274 -0.0135 -0.0461
H 1.417 -0.565 9.833 -0.0065 -0.0234 -0.0132
H 2.672 0.643 7.258 0.0512 -0.0300 0.0319
H 1.112 -0.236 7.278 -0.0094 -0.0414 -0.0152
H 2.361 -0.659 6.085 -0.0274 -0.0255 -0.0220